# C49H108F3O3P3S

A cluster of 4 separate species, C49H108F3O3P3S in total at a distorted geometry (ωB97M-V with the def2-TZVPD basis set, the OMol25 dataset).

Geometry as XYZ:
```
167
Properties=species:S:1:pos:R:3:forces:R:3
C -1.09571 5.52896 3.38634 0.35 0.02 0.87
C 0.29974 4.97205 3.87754 -0.49 -1.02 -0.28
C 0.93574 4.01808 2.88655 0.40 0.79 -1.04
C 1.69343 4.82535 1.81933 0.87 -0.21 -0.33
P 2.00375 3.90723 0.28657 0.65 -0.94 -1.83
C 0.33689 3.38087 -0.31826 -0.28 1.52 0.06
C -0.55908 4.66635 -0.43183 -1.13 -1.82 -0.43
C -2.08030 4.23144 -0.65513 1.96 -0.31 0.28
C -3.03542 5.33100 -0.40455 -1.10 0.40 0.46
C 3.01370 2.42069 0.55104 0.38 0.68 2.12
C 4.39720 2.72384 1.18306 0.85 -1.07 -0.80
C 5.00116 1.45916 1.90717 0.69 1.20 0.22
C 6.26454 1.80450 2.76356 -1.11 0.45 -0.61
C 3.15864 4.89911 -0.83233 -1.30 0.50 0.05
C 2.82165 6.38883 -0.97215 1.37 0.44 -0.09
C 4.11909 7.24279 -1.28608 -1.64 0.84 0.50
C 3.72045 8.76633 -1.40576 0.81 -1.77 0.46
H -1.80318 4.90741 2.83746 0.61 -1.43 0.25
H -1.13068 6.32634 2.64400 0.79 0.80 0.64
H -1.64404 5.74937 4.30223 -0.12 0.77 -0.23
H 0.24521 4.40448 4.80651 -1.06 -0.20 0.11
H 1.08939 5.64132 4.21906 -0.42 1.08 -0.57
H 0.17362 3.42933 2.37601 0.08 -0.42 0.40
H 1.71298 3.41445 3.35517 -0.39 -0.46 0.11
H 2.67576 5.08173 2.21606 0.15 0.18 0.01
H 1.24613 5.77495 1.52559 -0.28 -0.09 0.11
H -0.17567 2.69526 0.35652 0.58 -0.01 0.54
H 0.39612 2.80135 -1.23953 0.38 0.28 -0.41
H -0.19472 5.29255 -1.24620 -0.16 0.16 -0.04
H -0.51847 5.22012 0.50615 -0.04 0.09 -0.06
H -2.32676 3.39298 -0.00370 0.27 -0.13 0.29
H -2.25100 3.83039 -1.65418 0.38 0.12 -0.24
H -4.03483 4.91482 -0.53128 -0.27 0.42 -0.82
H -2.79479 6.18789 -1.03380 -0.53 0.07 -0.01
H -3.14253 5.65069 0.63199 0.79 0.20 0.23
H 3.10416 1.75837 -0.30991 -0.42 0.18 -0.07
H 2.48476 1.95567 1.38296 -0.35 -0.62 -0.42
H 4.42215 3.63031 1.78786 -0.31 -0.21 0.56
H 5.09666 2.97801 0.38666 0.14 -0.05 -0.20
H 5.32578 0.70256 1.19283 -0.37 0.08 -0.28
H 4.26366 0.98834 2.55718 -0.17 0.10 0.01
H 6.09017 2.76187 3.25463 -0.10 -0.16 0.55
H 7.14591 2.01591 2.15809 0.05 -0.52 -0.11
H 6.41176 0.99630 3.47996 0.40 0.25 0.01
H 3.16796 4.53858 -1.86093 -0.24 -0.83 0.11
H 4.16567 4.72230 -0.45451 -0.05 0.08 0.34
H 2.37098 6.78271 -0.06118 0.08 0.18 0.07
H 2.08490 6.51243 -1.76589 -0.01 0.05 -0.06
H 4.62905 6.95794 -2.20635 -0.17 -0.37 0.04
H 4.80314 7.12382 -0.44582 0.17 -0.10 -0.07
H 3.43717 9.13409 -0.41956 -0.35 0.07 -0.12
H 2.90060 8.80395 -2.12307 0.17 0.60 0.01
H 4.62373 9.30807 -1.68632 -0.34 0.25 -0.39
C -5.16035 -6.99089 4.68714 -0.85 0.01 0.08
C -5.47801 -6.10299 3.48612 1.16 0.24 0.00
C -4.24988 -5.23358 3.05383 -0.30 -0.01 -0.12
C -3.92153 -4.04882 4.00611 -0.15 -0.35 0.04
P -2.74018 -2.81441 3.45548 -0.55 -1.52 -1.88
C -1.23924 -3.76487 2.91982 0.56 0.91 1.48
C -0.49431 -4.50206 4.08929 -0.68 -1.55 -0.85
C 0.52610 -5.61874 3.61460 -0.53 1.75 0.32
C 1.58666 -5.11950 2.64808 0.46 -0.97 -0.06
C -3.46162 -2.15491 1.89478 -0.36 1.12 1.34
C -4.84312 -1.43472 2.03860 0.32 -0.15 -0.16
C -5.29097 -0.75710 0.71593 0.39 -0.52 -0.03
C -4.12507 -0.02008 0.08128 -0.02 0.56 -0.80
C -2.36203 -1.66218 4.82187 0.66 -0.22 -1.35
C -1.83880 -0.33158 4.21975 -1.83 0.16 0.49
C -1.21538 0.64538 5.19332 0.92 -0.23 -0.74
C 0.17401 0.15947 5.53046 0.61 -0.14 0.42
H -4.26652 -7.57886 4.47868 -0.01 -0.02 0.12
H -6.00313 -7.66776 4.82737 0.12 -0.27 0.00
H -5.06872 -6.49405 5.65299 0.28 0.32 -0.15
H -6.36156 -5.47036 3.57110 0.04 0.16 0.53
H -5.75956 -6.77855 2.67838 0.35 0.05 -0.30
H -4.49261 -4.87397 2.05390 0.05 0.44 -0.05
H -3.35850 -5.84185 2.90039 -0.01 -0.28 0.23
H -3.40978 -4.32140 4.92911 -0.67 -0.70 0.44
H -4.86962 -3.55008 4.20731 0.09 0.22 0.45
H -0.56141 -3.00292 2.53500 -0.02 0.01 -0.47
H -1.54467 -4.41014 2.09615 0.01 -0.06 0.14
H -1.22611 -5.08194 4.65170 -0.27 0.07 0.23
H -0.04840 -3.82772 4.82041 0.23 0.22 -0.36
H 0.00478 -6.45962 3.15717 -0.26 0.09 0.03
H 0.98422 -5.99262 4.53025 0.11 -0.07 -0.04
H 1.21170 -4.92836 1.64261 -0.16 0.32 0.14
H 2.25829 -5.96948 2.52745 0.32 0.05 -0.17
H 2.20683 -4.29523 3.00031 -0.30 0.14 0.07
H -3.58550 -2.94497 1.15413 0.64 -0.11 0.07
H -2.66998 -1.44115 1.66683 -0.12 0.01 -0.96
H -4.77343 -0.70398 2.84438 -0.01 0.28 -0.04
H -5.61523 -2.13790 2.35082 0.02 -0.19 0.03
H -6.21770 -0.20059 0.85577 0.26 0.36 0.24
H -5.55860 -1.51271 -0.02267 -0.18 -0.40 0.18
H -4.35192 0.62576 -0.76696 -0.72 0.20 0.12
H -3.50327 -0.75598 -0.42853 0.60 -0.01 0.55
H -3.57166 0.61815 0.77012 0.26 -0.27 0.11
H -1.52470 -2.18457 5.28454 -0.15 -0.07 0.55
H -3.23536 -1.61041 5.47204 0.18 0.23 0.10
H -2.72517 0.19051 3.85937 -0.07 -0.13 -0.62
H -1.16301 -0.52649 3.38703 0.06 0.09 -0.07
H -1.82653 0.88063 6.06467 -0.06 -0.29 0.04
H -1.11190 1.56915 4.62407 -0.03 0.22 0.09
H 0.78214 -0.06373 4.65385 -0.15 0.50 -0.41
H 0.17560 -0.81513 6.01856 -0.16 0.12 0.63
H 0.70899 0.90055 6.12434 0.12 -0.27 0.20
C 5.65598 -0.76466 -3.58524 0.60 0.12 -0.09
C 4.82014 -1.85368 -4.19913 -2.57 -0.64 1.31
C 3.46465 -2.09652 -3.34835 1.93 0.26 -0.68
C 2.44492 -0.97063 -3.45480 -1.52 -0.25 1.04
P 0.69060 -1.50655 -3.78858 0.82 0.78 -0.17
C -0.35362 -0.02682 -3.90218 -0.20 -0.82 0.37
C -1.86339 -0.39780 -3.90640 -0.41 0.79 1.24
C -2.85604 0.77520 -3.95764 0.02 0.32 0.26
C -2.98325 1.39899 -5.30710 0.19 0.62 -0.26
C 0.65125 -2.30389 -5.39200 1.05 0.67 0.10
C 1.39805 -1.48775 -6.53557 -2.20 -0.03 0.78
C 0.39778 -0.92068 -7.56873 2.49 -1.03 -1.45
C 1.39590 -0.38313 -8.65696 -0.85 0.47 -0.64
C 0.11999 -2.71097 -2.55825 -1.48 -0.37 0.10
C -1.22247 -3.57926 -2.80720 1.49 0.82 -0.87
C -1.90504 -4.06454 -1.55800 0.14 -0.74 0.19
C -1.10887 -4.96131 -0.63219 0.56 0.04 0.99
H 6.53348 -0.69004 -4.22752 0.29 0.36 0.33
H 5.95502 -0.97865 -2.55914 0.18 -0.35 -0.04
H 5.19982 0.22236 -3.50901 -0.34 -0.03 -0.43
H 5.29726 -2.83275 -4.15584 0.44 0.19 -0.26
H 4.55546 -1.61343 -5.22885 0.03 -0.10 -0.07
H 3.79117 -2.13485 -2.30911 0.08 0.08 0.13
H 3.09469 -3.11204 -3.48960 -0.32 0.05 -0.61
H 2.64210 -0.09077 -4.06723 0.27 -0.29 -0.62
H 2.40500 -0.51387 -2.46593 -0.43 0.13 0.09
H -0.00011 0.49966 -4.78872 -0.16 0.07 -0.24
H -0.01320 0.57582 -3.06013 -0.45 0.28 0.23
H -2.17455 -0.83545 -2.95785 0.75 -0.52 0.25
H -2.10753 -1.15125 -4.65527 0.04 0.17 -0.32
H -2.68432 1.55560 -3.21630 1.09 0.05 0.09
H -3.83705 0.50064 -3.56989 -0.25 -0.84 -0.44
H -3.39271 0.67478 -6.01136 -0.20 0.32 -0.21
H -2.02228 1.75512 -5.67833 0.22 -0.22 -0.07
H -3.55734 2.32070 -5.21245 -0.47 -0.20 -0.40
H -0.41245 -2.46715 -5.56517 0.06 -0.23 -0.47
H 1.13438 -3.24735 -5.13794 -0.03 -0.34 -0.58
H 2.12237 -2.12410 -7.04402 -0.06 0.09 0.15
H 1.86390 -0.55485 -6.21809 0.55 -0.41 0.76
H -0.30557 -0.17339 -7.20137 0.20 -0.03 0.11
H -0.11683 -1.76245 -8.03208 -0.48 0.14 0.06
H 0.86457 0.08899 -9.48333 -0.05 0.33 0.10
H 2.00093 -1.13378 -9.16547 -0.32 -0.67 0.35
H 2.16390 0.30150 -8.29703 -0.38 0.33 0.39
H 0.00729 -2.12445 -1.64645 0.05 -0.02 0.17
H 0.93024 -3.42534 -2.41240 0.16 0.08 0.10
H -0.91046 -4.40577 -3.44565 -0.02 -0.32 0.15
H -1.99539 -3.08962 -3.39961 0.30 0.48 0.00
H -2.69192 -4.73936 -1.89496 -0.52 0.42 -0.14
H -2.32991 -3.21694 -1.02026 -0.11 0.00 0.09
H -0.41642 -4.47401 0.05422 0.29 0.54 -0.38
H -0.53310 -5.72779 -1.15094 -0.16 -0.08 -0.16
H -1.77556 -5.44926 0.07881 -0.28 -0.36 -0.22
C 2.14691 -1.35591 1.25048 -0.42 0.05 -2.31
F 2.07940 -2.61883 0.71555 0.11 0.97 1.02
F 2.11546 -1.37683 2.57497 0.67 -0.34 -0.33
F 3.30654 -0.81786 0.74280 -1.52 -0.53 1.26
S 0.60566 -0.40353 0.63950 -0.58 2.93 -2.08
O 0.55648 0.81155 1.50420 0.15 -2.41 -0.72
O 0.87153 -0.05976 -0.80429 0.08 -0.98 2.78
O -0.55397 -1.29541 0.76116 1.11 -0.02 0.61
```
Forces are in eV/Å.

Computed properties:
* multiplicity: 2
* LUMO energy (spin up / spin down): -1.58 / -1.60 eV
* frontier orbital gap (spin up / spin down): 1.7 / 10.3 eV
* maximum force: 0.07082 hartree/bohr
* HOMO (spin up / spin down): -3.33 / -11.85 eV
* total charge: +1